# 1
{"formula": "C2H10NS2", "method": "the ωB97M-V functional and the def2-TZVPD basis", "species": ["S", "S", "C", "H", "H", "H", "H", "C", "N", "H", "H", "H", "H", "H", "H"], "coordinates": [[6.884357, -0.131620, 1.918509], [6.432888, -1.262550, 0.271060], [7.842587, -0.934530, -0.804870], [7.626437, -1.038880, 2.588359], [7.647697, -1.443320, -1.763909], [8.783787, -1.326179, -0.383730], [7.965577, 0.144500, -0.997690], [-0.603740, 1.112530, 1.738729], [0.088220, 2.038189, 0.787680], [-0.848360, 0.160890, 1.237560], [-1.539279, 1.568119, 2.104539], [0.044930, 0.897590, 2.604539], [0.971250, 1.612889, 0.439850], [-0.519650, 2.243939, -0.030700], [0.321020, 2.937249, 1.255769]], "atomic_forces_ev_per_a": [[0.064, -0.135, 0.069], [0.049, 0.052, -0.017], [0.586, 0.199, -0.394], [-0.093, 0.120, -0.056], [0.012, 0.153, 0.386], [-0.490, 0.093, -0.113], [-0.159, -0.467, 0.121], [-0.563, -0.754, 0.776], [0.204, 0.278, -0.285], [0.221, 0.563, 0.066], [0.518, -0.049, -0.312], [-0.168, 0.240, -0.532], [-0.577, 0.380, 0.182], [0.507, -0.079, 0.530], [-0.111, -0.593, -0.421]], "mulliken_charge": [-0.22, -0.06, -0.73, 0.17, 0.26, 0.29, 0.29, -0.73, -0.35, 0.32, 0.33, 0.33, 0.37, 0.37, 0.37], "homo_ha": -0.407, "relative_energy_ev": 0.684, "energy_ev": -25389.83025, "multiplicity": 1, "total_charge": 1}

***

# 2
{"formula": "C2H10O2S", "method": "the ωB97M-V functional and the def2-TZVPD basis", "species": ["C", "C", "S", "H", "H", "H", "H", "H", "H", "O", "H", "H", "O", "H", "H"], "coordinates": [[-1.703463, 0.676485, 0.817683], [-1.268318, -0.306036, 1.939653], [0.434949, -0.831792, 1.660493], [-1.651222, 0.167361, -0.145855], [-0.953315, 1.436782, 0.865971], [-2.722453, 1.014212, 0.981522], [-1.428448, 0.196094, 2.874303], [-1.930910, -1.172069, 1.951254], [0.831308, -0.798715, 2.938901], [-1.363421, 4.813064, -4.600643], [-1.184464, 5.757216, -4.522705], [-2.285116, 4.676208, -4.351337], [3.426781, -3.980503, -0.630659], [3.435394, -3.101705, -0.240434], [2.518504, -4.274429, -0.754983]], "atomic_forces_ev_per_a": [[0.406, -1.521, 0.570], [-1.226, 0.057, -0.944], [0.180, 0.041, 0.238], [0.005, 0.167, -0.065], [0.020, 0.973, -0.368], [0.040, 0.264, 0.029], [0.433, 0.173, 0.601], [0.116, -0.096, -0.033], [0.040, -0.068, -0.037], [0.015, -0.050, -0.008], [-0.199, -0.155, 0.036], [0.184, 0.205, -0.028], [0.339, -0.280, -0.128], [-0.397, -0.102, -0.044], [0.045, 0.393, 0.180]], "mulliken_charge": [-1.08, -0.41, -0.24, 0.30, 0.34, 0.31, 0.33, 0.32, 0.13, -0.64, 0.32, 0.32, -0.64, 0.32, 0.32], "smiles": "CCS.O.O", "homo_ha": -0.338, "relative_energy_ev": 0.467, "energy_ev": -17166.02696, "multiplicity": 1}

***

# 3
{"formula": "C2H10O2S", "method": "the ωB97M-V functional and the def2-TZVPD basis", "species": ["C", "C", "S", "H", "H", "H", "H", "H", "H", "O", "H", "H", "O", "H", "H"], "coordinates": [[1.814238, -1.879750, 0.289488], [0.600648, -0.921457, 0.241104], [0.205362, -0.000475, 1.813403], [1.658814, -2.859440, 0.788115], [2.617621, -1.337748, 0.812546], [2.149106, -2.015483, -0.812064], [0.659237, -0.136170, -0.498946], [-0.309242, -1.481050, -0.041397], [-0.653453, -0.910681, 2.168309], [-1.901996, 0.519823, -2.943637], [-1.029023, 0.770085, -2.534640], [-2.451068, 1.172073, -2.432647], [-1.335693, 3.200133, 0.705024], [-1.314425, 3.364779, 1.735773], [-0.710126, 2.515361, 0.709569]], "atomic_forces_ev_per_a": [[0.518, 0.920, -1.412], [-0.783, -0.770, 0.430], [0.830, -0.082, -0.925], [-0.188, 0.748, -0.394], [-0.047, -0.431, -0.211], [-0.428, -0.144, 1.846], [0.597, 0.035, -0.279], [0.329, 0.302, 0.241], [-0.792, -0.534, 0.668], [0.725, 1.693, 1.807], [-0.947, -0.690, -0.889], [0.221, -0.982, -0.888], [-1.024, 1.895, 3.592], [-0.467, -0.089, -3.064], [1.456, -1.872, -0.521]], "mulliken_charge": [-0.85, -0.42, -0.25, 0.27, 0.27, 0.27, 0.19, 0.39, 0.12, -0.65, 0.31, 0.34, -0.62, 0.33, 0.29], "smiles": "CCS.O.O", "homo_ha": -0.352, "relative_energy_ev": 0.779, "energy_ev": -17165.71509, "multiplicity": 1}

***

# 4
{"formula": "C2H10O2S2", "method": "the ωB97M-V functional and the def2-TZVPD basis", "species": ["C", "C", "S", "S", "H", "H", "H", "H", "H", "H", "O", "H", "H", "O", "H", "H"], "coordinates": [[2.036878, -1.354713, -1.371261], [1.076626, -0.823039, -2.396488], [-0.682824, -0.680595, -1.794892], [-1.376480, 0.662198, -3.243188], [2.131841, -0.803943, -0.440954], [3.016665, -1.255732, -1.822487], [1.810712, -2.391211, -1.197265], [0.890733, -1.511826, -3.216337], [1.334447, 0.132804, -2.815208], [-2.560969, 0.774477, -2.627664], [-1.880316, 2.840722, 0.120037], [-0.967916, 2.771263, 0.427247], [-1.941528, 2.057589, -0.446831], [-1.015546, -0.333775, 6.588855], [-1.171302, 0.592743, 6.803232], [-0.701015, -0.676963, 7.433209]], "atomic_forces_ev_per_a": [[0.294, 0.284, -0.402], [-1.860, 0.011, -0.241], [0.481, 0.094, 0.530], [0.047, -0.080, 0.009], [-0.552, 0.129, 0.115], [0.368, -0.393, -0.136], [0.140, -0.444, 0.368], [0.801, -0.130, -0.160], [0.281, 0.491, 0.020], [-0.053, 0.060, -0.089], [0.308, -0.455, -0.176], [-0.108, 0.209, 0.106], [-0.149, 0.223, 0.058], [0.074, 0.188, 0.392], [-0.084, 0.037, -0.255], [0.011, -0.226, -0.138]], "mulliken_charge": [-1.07, -0.49, -0.10, -0.19, 0.33, 0.32, 0.32, 0.36, 0.39, 0.13, -0.62, 0.32, 0.31, -0.64, 0.32, 0.32], "smiles": "CCSS.O.O", "homo_ha": -0.304, "relative_energy_ev": 0.954, "energy_ev": -28001.16523, "multiplicity": 1}

***

Q: What is the multiplicity in the first record?
A: 1

***

Q: What is the multiplicity in the first record?
A: 1